One molecule with the formula C8H20N2O2S at a distorted geometry. Source: the Open Molecules 2025 dataset; level of theory: wB97M-V/def2-TZVPD.

Each line ends with the Mulliken charge.
Geometry (Å):
C -0.16670 -3.02457 -0.00346  -1.4046
C 0.14531 -1.74077 0.80429  0.8366
C 1.54964 -1.52360 1.02707  -0.4355
C 2.32253 -1.51010 -0.29982  -0.9966
N 1.80286 -0.46869 -1.28005  -0.2442
S 2.15405 1.11291 -0.87304  1.0698
O 3.29996 1.29433 0.08269  -0.6231
O 2.11809 1.71095 -2.27857  -0.7117
N 0.85593 1.76471 -0.06484  -0.2811
C -0.37160 2.11020 -0.72946  -0.6155
C -1.49769 2.54114 0.23065  -0.6052
C -2.30618 1.34182 0.95877  -0.2642
C -3.10277 0.49406 0.05264  -0.8001
H 0.38003 -3.18846 -0.94729  0.2755
H 0.04988 -3.97113 0.55139  0.3220
H -1.15304 -3.23334 -0.19277  0.4520
H -0.35575 -0.81255 0.49103  -0.8561
H -0.33684 -2.00764 1.79598  0.4333
H 1.77808 -2.42922 1.70867  0.3616
H 1.66341 -0.45026 1.41115  0.1879
H 3.37993 -1.25332 -0.08694  0.4146
H 2.23606 -2.49334 -0.89602  0.3858
H 2.25214 -0.72802 -2.11149  0.3053
H 1.41665 2.70438 0.32474  0.3004
H -0.13945 2.84593 -1.51952  0.4811
H -0.60001 1.14923 -1.28350  0.2456
H -1.06833 3.18640 1.07886  0.2945
H -2.21012 3.22832 -0.46537  0.2774
H -2.87734 1.76802 1.82079  0.3677
H -1.41293 0.65047 1.25684  0.0918
H -3.32011 -0.54980 0.61973  0.2083
H -4.06670 1.05252 -0.18468  0.3809
H -2.41899 0.42942 -0.99848  0.1460

Output
Net charge = 0
HOMO-LUMO gap = 10.85 eV
Energy above the lowest of the compared OMol25 structures with the same formula, charge and spin = 327.51 kJ/mol
SMILES = CCCCNS(=O)(=O)NCCCC
DFT total energy = -974.86273 a.u.